Entry 1:
An isolated ion of composition C12H14NS and charge +1 in a non-equilibrium geometry. Source: OMol25; level of theory: ωB97M-V/def2-TZVPD.

LUMO: -3.275 eV
Strongest force on any atom: 0.1058 hartree/bohr
E: -918.239612 Ha
HOMO: -11.179 eV
ΔE to the lowest compared entry with this formula, charge and spin: 38.3 kcal per mole
SMILES string: [NH3+]/C=C/C=C\C=C(\S)c1ccccc1

The geometry in ORCA input format:
```
! wB97M-V def2-TZVPD RIJCOSX def2/J DEFGRID3
* xyz 1 1
N 2.51 -0.13 1.36
C 1.41 -1.03 1.01
C 1.17 -1.48 -0.21
C 0.19 -2.48 -0.47
C -1.20 -2.41 -0.49
C -2.37 -1.55 -0.18
C -2.35 -0.20 -0.03
S -3.71 0.69 0.67
C -1.24 0.71 -0.28
C -0.62 0.77 -1.45
C 0.47 1.64 -1.73
C 1.06 2.34 -0.70
C 0.56 2.22 0.59
C -0.62 1.40 0.74
H 2.15 0.75 0.97
H 3.36 -0.32 0.93
H 2.72 -0.05 2.35
H 0.84 -1.44 1.82
H 1.75 -1.22 -1.09
H 0.54 -3.54 -0.81
H -1.64 -3.40 -0.76
H -3.23 -2.10 0.11
H -3.17 2.01 0.36
H -1.30 0.26 -2.23
H 0.94 1.63 -2.66
H 1.97 2.83 -1.01
H 0.94 2.72 1.50
H -1.13 1.39 1.71
*
```

The computed Löwdin charges, all in e, follow: 0.2315 -0.0799 -0.1108 -0.1044 -0.0578 -0.0980 -0.5789 0.8384 -0.3805 -0.0396 -0.0344 -0.0993 -0.0914 -0.0631 0.1179 0.1435 0.1864 0.1378 0.1358 0.1500 0.1107 0.0974 -0.0252 0.1717 0.0913 0.1107 0.1237 0.1165

Entry 2:
C26H42IrN3 as an isolated structure in a non-equilibrium geometry. Source: OMol25; level of theory: ωB97M-V/def2-TZVPD.

LUMO (spin up / spin down): -1.907 / -5.767 eV
Strongest force on any atom: 0.1119 hartree/bohr
E: -1283.944572 Ha
HOMO (spin up / spin down): -7.272 / -10.692 eV

The geometry in ORCA input format:
```
! wB97M-V def2-TZVPD RIJCOSX def2/J DEFGRID3
* xyz 1 6
C 1.29 0.89 -1.84
C 0.18 0.22 -2.45
C 0.59 -1.12 -2.79
C 1.98 -1.26 -2.40
C 2.40 -0.03 -1.79
Ir 0.78 -0.92 -0.61
C -1.20 -2.89 0.63
C -0.35 -1.67 0.89
H -0.84 -0.91 1.52
C 1.08 -1.82 1.16
H 1.50 -2.82 1.10
H 1.50 -1.16 1.92
C -1.81 -3.42 1.92
H -2.38 -2.63 2.44
H -2.49 -4.25 1.71
H -1.01 -3.77 2.59
C -0.45 -3.97 -0.12
H 0.01 -3.56 -1.03
H 0.34 -4.39 0.52
H -1.11 -4.79 -0.41
C -1.15 0.83 -2.72
H -1.51 1.37 -1.83
H -1.09 1.54 -3.56
H -1.88 0.06 -2.97
C -0.26 -2.14 -3.47
H -1.27 -2.11 -3.06
H -0.32 -1.94 -4.55
H 0.15 -3.14 -3.32
C 2.85 -2.45 -2.60
H 2.30 -3.24 -3.12
H 3.73 -2.18 -3.20
H 3.21 -2.83 -1.64
C 3.76 0.28 -1.27
H 4.23 -0.62 -0.88
H 4.40 0.68 -2.07
H 3.70 1.03 -0.48
C 1.34 2.31 -1.38
H 1.65 2.36 -0.34
H 2.06 2.89 -1.98
H 0.35 2.77 -1.47
C -2.96 -1.11 -0.48
C -2.54 -2.37 -0.36
C -3.96 -0.67 -1.34
C -3.22 -3.37 -1.08
H -2.30 -0.60 0.29
C -4.58 -1.65 -2.13
H -4.23 0.38 -1.38
C -4.21 -3.00 -1.99
H -2.98 -4.43 -0.93
H -5.34 -1.36 -2.85
H -4.70 -3.77 -2.58
C 1.72 1.14 3.36
N 1.31 2.53 3.29
C 1.68 3.36 4.42
C 0.38 2.90 2.35
N -0.21 2.06 1.54
N 0.00 4.21 2.23
C 0.79 5.37 2.56
C -1.01 4.45 1.22
H 2.41 1.02 4.20
H 2.22 0.84 2.43
H 0.85 0.49 3.52
H 2.47 4.07 4.16
H 0.81 3.88 4.84
H 2.08 2.70 5.20
H 0.13 1.10 1.63
H 1.70 5.46 1.95
H 0.16 6.25 2.35
H 1.05 5.42 3.62
H -0.57 4.89 0.31
H -1.44 3.48 0.96
H -1.77 5.13 1.60
*
```

The computed Löwdin charges, all in e, follow: -0.2888 -0.2665 -0.2989 -0.3142 -0.3115 1.4776 -0.4661 -0.3745 0.1017 -0.2231 0.0606 0.0337 -0.0272 0.0984 0.0974 0.0979 -0.0541 0.0642 0.0907 0.0840 0.0005 0.0952 0.1127 0.0728 -0.0089 0.0788 0.1092 0.0781 -0.0128 0.0823 0.1020 0.0928 -0.0061 0.0903 0.1072 0.0865 -0.0162 0.0712 0.1044 0.0794 -0.0940 -0.1534 -0.0884 -0.0625 0.1173 -0.0725 0.1155 -0.0664 0.1069 0.1096 0.1107 -0.0662 -0.1426 -0.0683 -0.4339 0.0885 -0.1558 -0.0680 -0.0811 0.0904 0.0746 0.0920 0.0889 0.0979 0.0875 -0.0179 0.1012 0.0943 0.0564 0.0892 0.0582 0.0910

Entry 3:
A single C5H6O molecule. Source: OMol25; level of theory: ωB97M-V/def2-TZVPD.

LUMO: 0.290 eV
Strongest force on any atom: 0.0077 hartree/bohr
E: -269.193890 Ha
HOMO: -8.445 eV
ΔE to the lowest compared entry with this formula, charge and spin: 95.6 kcal per mole

The geometry in ORCA input format:
```
! wB97M-V def2-TZVPD RIJCOSX def2/J DEFGRID3
* xyz 0 1
C -0.20 0.34 1.75
C 0.04 0.13 0.28
C 0.81 -0.92 -0.28
O 0.60 -0.98 -1.57
C -0.82 0.72 -0.84
C -0.33 0.00 -1.90
H -0.62 1.33 1.90
H -0.91 -0.39 2.13
H 0.73 0.26 2.34
H 0.51 1.08 -0.22
H 1.51 -1.64 0.12
H -0.56 -0.01 -2.96
*
```

The computed Löwdin charges, all in e, follow: -0.0519 -0.4001 -0.0655 0.0208 -0.0221 -0.1611 0.0815 0.0829 0.0793 0.1916 0.1436 0.1010

Entry 4:
A single C3H2N2S molecule in a non-equilibrium geometry. Source: OMol25; level of theory: ωB97M-V/def2-TZVPD.

LUMO: -1.885 eV
Strongest force on any atom: 0.0675 hartree/bohr
E: -623.131695 Ha
HOMO: -9.466 eV
ΔE to the lowest compared entry with this formula, charge and spin: 26.0 kcal per mole
SMILES string: S=C1N=CC=N1

The geometry in ORCA input format:
```
! wB97M-V def2-TZVPD RIJCOSX def2/J DEFGRID3
* xyz 0 1
S 2.67 -0.36 0.74
C 1.19 -0.02 0.31
N 0.72 -0.41 -1.03
C -0.51 -0.27 -0.89
C -0.92 0.41 0.40
N 0.15 0.64 1.09
H -1.33 -0.32 -1.49
H -1.97 0.33 0.87
*
```

The computed Löwdin charges, all in e, follow: 0.8067 -0.9012 0.0766 -0.1572 -0.0999 0.0601 0.0741 0.1407

Entry 5:
A 2-piece molecular cluster, C9H10BrF8N4O2 overall in a non-equilibrium geometry. Source: OMol25; level of theory: ωB97M-V/def2-TZVPD.

LUMO: -4.797 eV
Strongest force on any atom: 0.1752 hartree/bohr
E: -4090.948358 Ha
HOMO: -13.554 eV

The geometry in ORCA input format:
```
! wB97M-V def2-TZVPD RIJCOSX def2/J DEFGRID3
* xyz 1 1
N -3.36 1.94 2.33
C -2.66 1.81 3.51
N -1.90 2.79 4.37
C -1.45 1.86 5.51
N -1.92 0.43 5.29
N -2.62 0.41 4.09
C -3.22 -0.89 3.53
C -2.06 -1.46 2.47
O -1.43 -2.60 2.79
Br -1.51 -0.54 0.78
H -2.96 1.96 1.37
H -4.40 2.13 2.40
H -0.83 2.22 6.46
H -1.79 -0.42 5.88
H -4.22 -0.71 2.93
H -3.34 -1.66 4.41
C 1.97 -1.87 -3.43
C 1.17 -1.23 -2.29
C 0.30 -0.04 -2.68
F 1.03 0.98 -3.20
F -0.34 0.47 -1.60
F 2.01 -0.92 -1.27
F 0.34 -2.20 -1.78
O 3.33 -1.45 -3.56
C 3.52 -0.23 -4.28
C 4.07 0.90 -3.40
F 3.27 1.14 -2.33
F 4.15 2.07 -4.09
F 2.37 0.10 -4.91
F 4.42 -0.52 -5.26
H 2.04 -2.94 -3.20
H 1.43 -1.84 -4.39
H -0.46 -0.33 -3.42
H 5.07 0.65 -3.02
*
```

The computed Löwdin charges, all in e, follow: 0.0814 -0.2402 0.1457 0.0669 0.0804 -0.0706 -0.0418 -0.5871 -0.0651 0.7977 0.0987 0.1531 0.1641 0.1880 0.1520 0.1595 -0.0514 -0.4314 -0.2868 0.0939 -0.0142 0.1203 0.0828 0.0361 -0.4746 -0.2623 0.0829 0.0972 0.1212 0.1435 0.1544 0.1490 0.1792 0.1775

Entry 6:
C18H13AuI2N4 as an isolated structure in a non-equilibrium geometry. Source: OMol25; level of theory: ωB97M-V/def2-TZVPD.

LUMO: -10.712 eV
Strongest force on any atom: 0.0413 hartree/bohr
E: -1643.085584 Ha
HOMO: -14.120 eV
ΔE to the lowest compared entry with this formula, charge and spin: 26.8 kcal per mole

The geometry in ORCA input format:
```
! wB97M-V def2-TZVPD RIJCOSX def2/J DEFGRID3
* xyz 2 1
Au -1.83 0.00 -2.14
N 5.23 0.09 5.41
C 4.46 0.07 4.56
C 3.50 0.05 3.53
C 2.74 -1.10 3.31
C 1.81 -1.11 2.29
C 1.65 0.01 1.47
C 2.41 1.15 1.69
C 3.32 1.18 2.73
C 0.65 -0.01 0.37
C -0.70 0.05 0.74
C -1.16 0.16 2.09
C -2.53 0.18 2.05
C -2.88 0.09 0.68
N -1.80 0.02 -0.10
C 1.17 -0.08 -0.92
C 2.56 -0.22 -1.28
C 2.62 -0.25 -2.64
C 1.27 -0.13 -3.10
N 0.44 -0.03 -2.09
H 2.87 -1.97 3.94
H 1.22 -2.00 2.10
H 2.27 2.02 1.07
H 3.90 2.08 2.92
H -0.53 0.23 2.95
H -3.22 0.25 2.87
H -3.88 0.08 0.28
H 3.37 -0.30 -0.58
H 3.48 -0.34 -3.27
H 0.94 -0.11 -4.12
I -4.55 -1.83 -2.20
C -5.71 -0.01 -2.23
I -4.56 1.81 -2.29
H -6.32 0.01 -1.34
H -6.33 -0.03 -3.12
N -1.96 -0.01 -5.26
C -1.94 -0.01 -4.11
H -2.00 0.00 -6.26
*
```

The computed Löwdin charges, all in e, follow: 1.0040 0.2038 -0.1738 -0.2064 0.0125 -0.0077 -0.2196 -0.0063 0.0131 -0.0322 -0.2218 0.0413 -0.0125 -0.1687 -0.1125 -0.2283 0.0443 -0.0122 -0.1099 0.0001 0.1330 0.1312 0.1313 0.1326 0.1322 0.1197 0.0545 0.1336 0.1198 0.1059 0.9210 -1.0123 0.9254 -0.0140 -0.0188 0.2767 -0.2307 0.1517

Copy entry 5 word for word.
A 2-piece molecular cluster, C9H10BrF8N4O2 overall in a non-equilibrium geometry. Source: OMol25; level of theory: ωB97M-V/def2-TZVPD.

LUMO: -4.797 eV
Strongest force on any atom: 0.1752 hartree/bohr
E: -4090.948358 Ha
HOMO: -13.554 eV

The geometry in ORCA input format:
```
! wB97M-V def2-TZVPD RIJCOSX def2/J DEFGRID3
* xyz 1 1
N -3.36 1.94 2.33
C -2.66 1.81 3.51
N -1.90 2.79 4.37
C -1.45 1.86 5.51
N -1.92 0.43 5.29
N -2.62 0.41 4.09
C -3.22 -0.89 3.53
C -2.06 -1.46 2.47
O -1.43 -2.60 2.79
Br -1.51 -0.54 0.78
H -2.96 1.96 1.37
H -4.40 2.13 2.40
H -0.83 2.22 6.46
H -1.79 -0.42 5.88
H -4.22 -0.71 2.93
H -3.34 -1.66 4.41
C 1.97 -1.87 -3.43
C 1.17 -1.23 -2.29
C 0.30 -0.04 -2.68
F 1.03 0.98 -3.20
F -0.34 0.47 -1.60
F 2.01 -0.92 -1.27
F 0.34 -2.20 -1.78
O 3.33 -1.45 -3.56
C 3.52 -0.23 -4.28
C 4.07 0.90 -3.40
F 3.27 1.14 -2.33
F 4.15 2.07 -4.09
F 2.37 0.10 -4.91
F 4.42 -0.52 -5.26
H 2.04 -2.94 -3.20
H 1.43 -1.84 -4.39
H -0.46 -0.33 -3.42
H 5.07 0.65 -3.02
*
```

The computed Löwdin charges, all in e, follow: 0.0814 -0.2402 0.1457 0.0669 0.0804 -0.0706 -0.0418 -0.5871 -0.0651 0.7977 0.0987 0.1531 0.1641 0.1880 0.1520 0.1595 -0.0514 -0.4314 -0.2868 0.0939 -0.0142 0.1203 0.0828 0.0361 -0.4746 -0.2623 0.0829 0.0972 0.1212 0.1435 0.1544 0.1490 0.1792 0.1775

Repeat the third record exactly.
A single C5H6O molecule. Source: OMol25; level of theory: ωB97M-V/def2-TZVPD.

LUMO: 0.290 eV
Strongest force on any atom: 0.0077 hartree/bohr
E: -269.193890 Ha
HOMO: -8.445 eV
ΔE to the lowest compared entry with this formula, charge and spin: 95.6 kcal per mole

The geometry in ORCA input format:
```
! wB97M-V def2-TZVPD RIJCOSX def2/J DEFGRID3
* xyz 0 1
C -0.20 0.34 1.75
C 0.04 0.13 0.28
C 0.81 -0.92 -0.28
O 0.60 -0.98 -1.57
C -0.82 0.72 -0.84
C -0.33 0.00 -1.90
H -0.62 1.33 1.90
H -0.91 -0.39 2.13
H 0.73 0.26 2.34
H 0.51 1.08 -0.22
H 1.51 -1.64 0.12
H -0.56 -0.01 -2.96
*
```

The computed Löwdin charges, all in e, follow: -0.0519 -0.4001 -0.0655 0.0208 -0.0221 -0.1611 0.0815 0.0829 0.0793 0.1916 0.1436 0.1010